(1)
A 10-piece molecular cluster, C20H60O10 overall, computed with ωB97M-V/def2-TZVPD.

Calculated values
<S²>: 0.751
Frontier orbital gap (spin up / spin down), eV: 1.97 / 9.14
E_HOMO (spin up / spin down), eV: 0.2 / -7.0
Lowest unoccupied orbital energy (spin up / spin down), eV: 2.209 / 2.181
Net charge: -1
2S+1: 2

CARTESIAN COORDINATES (ANGSTROEM)
1 C -0.115 5.545 -4.348
2 C -0.381 4.932 -2.978
3 O 0.081 3.580 -3.082
4 H -0.588 6.526 -4.325
5 H -0.394 4.918 -5.194
6 H 0.943 5.800 -4.414
7 H -1.462 5.011 -2.860
8 H 0.035 5.655 -2.277
9 H 0.919 3.471 -2.627
10 C 0.342 -3.847 3.608
11 C 0.168 -3.391 4.988
12 O 0.896 -4.337 5.785
13 H 1.366 -3.558 3.370
14 H -0.261 -3.378 2.830
15 H 0.271 -4.929 3.498
16 H -0.861 -3.437 5.343
17 H 0.530 -2.370 5.107
18 H 1.106 -4.052 6.677
19 C 1.000 -5.100 -3.202
20 C 0.274 -3.815 -2.804
21 O 1.088 -2.730 -2.993
22 H 0.417 -5.973 -2.905
23 H 2.004 -5.084 -2.779
24 H 1.130 -5.267 -4.271
25 H -0.024 -3.834 -1.756
26 H -0.638 -3.849 -3.399
27 H 0.524 -1.993 -2.745
28 C 0.750 -0.858 0.341
29 C -0.318 -0.172 -0.495
30 O 0.121 0.010 -1.778
31 H 0.717 -1.912 0.067
32 H 0.337 -1.001 1.339
33 H 1.777 -0.503 0.429
34 H -0.520 0.850 -0.175
35 H -1.314 -0.610 -0.422
36 H 0.490 0.895 -1.724
37 C 0.897 5.205 0.510
38 C 1.046 3.854 1.154
39 O 0.966 2.805 0.196
40 H 1.699 5.278 -0.224
41 H 0.988 6.053 1.189
42 H 0.069 5.320 -0.189
43 H 0.248 3.716 1.884
44 H 1.982 3.845 1.713
45 H 1.672 3.060 -0.404
46 C -2.793 0.139 -5.878
47 C -1.982 0.892 -4.790
48 O -1.397 2.068 -5.200
49 H -3.414 0.842 -6.432
50 H -3.477 -0.676 -5.640
51 H -2.112 -0.088 -6.698
52 H -1.257 0.257 -4.282
53 H -2.639 1.297 -4.021
54 H -0.887 2.419 -4.466
55 C -2.523 0.391 2.713
56 C -3.117 -0.452 3.836
57 O -3.291 0.422 4.908
58 H -3.144 1.228 2.391
59 H -2.398 -0.295 1.875
60 H -1.575 0.811 3.046
61 H -2.474 -1.263 4.178
62 H -4.062 -0.861 3.477
63 H -3.558 1.300 4.626
64 C 2.359 0.638 3.221
65 C 3.577 0.099 3.878
66 O 4.501 1.095 4.107
67 H 1.669 -0.178 3.006
68 H 2.547 1.100 2.252
69 H 1.839 1.270 3.941
70 H 4.054 -0.612 3.204
71 H 3.297 -0.510 4.738
72 H 5.331 0.753 4.448
73 C -3.272 2.557 -0.590
74 C -4.716 2.266 -0.870
75 O -5.433 2.187 0.308
76 H -3.071 3.576 -0.259
77 H -2.613 2.519 -1.458
78 H -2.723 1.926 0.109
79 H -4.857 1.332 -1.413
80 H -5.233 3.048 -1.427
81 H -6.310 1.864 0.089
82 C 3.930 -3.886 0.778
83 C 4.095 -5.361 0.450
84 O 3.039 -5.799 -0.444
85 H 4.749 -3.372 1.283
86 H 2.886 -3.669 1.003
87 H 3.996 -3.418 -0.204
88 H 4.075 -5.996 1.335
89 H 5.040 -5.528 -0.068
90 H 3.365 -6.659 -0.720



(2)
A 16-piece molecular cluster, C32H96O16 overall, computed with ωB97M-V/def2-TZVPD.

Calculated values
Frontier orbital gap, eV: 9.88
E_HOMO, eV: -9.5
Lowest unoccupied orbital energy, eV: 0.379
Net charge: 0

CARTESIAN COORDINATES (ANGSTROEM)
1 C -30.815 -7.185 -12.396
2 C -32.257 -7.794 -12.222
3 O -33.017 -7.725 -13.397
4 H -30.454 -7.339 -13.413
5 H -30.034 -7.568 -11.738
6 H -30.948 -6.141 -12.112
7 H -32.671 -7.200 -11.407
8 H -32.154 -8.847 -11.960
9 H -33.142 -6.787 -13.554
10 C -26.946 -8.906 -11.499
11 C -27.213 -9.504 -12.799
12 O -26.539 -10.724 -12.985
13 H -27.207 -7.856 -11.634
14 H -25.907 -9.034 -11.194
15 H -27.506 -9.326 -10.663
16 H -26.968 -8.767 -13.564
17 H -28.248 -9.836 -12.885
18 H -26.900 -11.080 -13.800
19 C -31.381 -5.310 -8.605
20 C -31.435 -6.836 -8.433
21 O -30.368 -7.503 -9.021
22 H -30.645 -4.777 -8.002
23 H -32.353 -4.923 -8.301
24 H -31.194 -4.986 -9.628
25 H -32.368 -7.160 -8.895
26 H -31.427 -7.184 -7.400
27 H -30.683 -8.404 -9.123
28 C -26.856 -6.268 -6.731
29 C -27.068 -7.313 -7.831
30 O -25.871 -7.660 -8.500
31 H -27.772 -6.082 -6.169
32 H -26.590 -5.309 -7.175
33 H -26.049 -6.487 -6.032
34 H -27.685 -6.974 -8.663
35 H -27.568 -8.179 -7.397
36 H -25.383 -8.471 -8.339
37 C -28.293 -4.461 -10.871
38 C -27.188 -3.999 -9.862
39 O -26.015 -4.839 -10.097
40 H -28.043 -4.265 -11.914
41 H -29.227 -3.936 -10.673
42 H -28.406 -5.543 -10.794
43 H -27.437 -4.193 -8.819
44 H -26.911 -2.956 -10.019
45 H -26.106 -5.690 -9.663
46 C -27.467 -1.988 -1.603
47 C -28.406 -3.141 -1.547
48 O -27.914 -4.130 -2.433
49 H -27.683 -1.347 -0.748
50 H -27.457 -1.324 -2.467
51 H -26.424 -2.260 -1.440
52 H -29.429 -2.818 -1.738
53 H -28.432 -3.710 -0.618
54 H -26.990 -4.286 -2.224
55 C -21.674 -10.471 -8.254
56 C -22.600 -10.115 -9.378
57 O -22.215 -10.853 -10.464
58 H -20.698 -10.149 -8.617
59 H -21.591 -11.509 -7.931
60 H -22.004 -9.998 -7.329
61 H -22.484 -9.084 -9.713
62 H -23.619 -10.361 -9.079
63 H -22.823 -10.652 -11.179
64 C -31.543 -9.992 -4.564
65 C -30.518 -10.915 -3.865
66 O -29.292 -10.358 -4.219
67 H -32.569 -10.159 -4.237
68 H -31.491 -10.150 -5.641
69 H -31.387 -8.966 -4.233
70 H -30.606 -11.939 -4.225
71 H -30.577 -10.890 -2.777
72 H -29.188 -9.579 -3.667
73 C -24.953 -6.595 -2.499
74 C -25.613 -5.953 -1.292
75 O -25.527 -4.578 -1.196
76 H -25.352 -7.595 -2.669
77 H -23.897 -6.609 -2.231
78 H -25.242 -6.045 -3.395
79 H -25.180 -6.308 -0.357
80 H -26.687 -6.136 -1.311
81 H -24.636 -4.293 -0.984
82 C -25.958 -2.479 -5.272
83 C -24.650 -2.417 -6.002
84 O -24.908 -1.502 -7.138
85 H -26.599 -3.273 -5.656
86 H -26.602 -1.608 -5.150
87 H -25.804 -2.976 -4.314
88 H -24.455 -3.431 -6.352
89 H -23.902 -2.076 -5.286
90 H -24.121 -1.625 -7.673
91 C -23.027 -10.619 -14.704
92 C -23.776 -9.538 -13.935
93 O -23.874 -9.895 -12.605
94 H -23.370 -11.592 -14.352
95 H -21.938 -10.623 -14.652
96 H -23.251 -10.455 -15.758
97 H -24.755 -9.201 -14.274
98 H -23.179 -8.628 -14.002
99 H -24.731 -10.317 -12.502
100 C -22.501 -3.809 -9.873
101 C -21.995 -2.730 -8.891
102 O -22.417 -1.358 -9.069
103 H -23.587 -3.903 -9.877
104 H -22.221 -4.678 -9.278
105 H -22.109 -3.949 -10.880
106 H -20.950 -2.541 -9.137
107 H -22.058 -3.178 -7.899
108 H -21.721 -0.704 -9.166
109 C -29.373 -6.787 -0.238
110 C -29.498 -6.960 -1.726
111 O -29.920 -8.332 -2.010
112 H -30.353 -6.942 0.214
113 H -28.934 -5.812 -0.029
114 H -28.694 -7.544 0.155
115 H -28.607 -6.795 -2.333
116 H -30.289 -6.307 -2.094
117 H -30.871 -8.209 -1.963
118 C -29.345 -10.930 -8.351
119 C -30.386 -10.929 -9.494
120 O -31.361 -9.965 -9.249
121 H -28.801 -11.868 -8.235
122 H -29.785 -10.834 -7.359
123 H -28.639 -10.101 -8.402
124 H -30.787 -11.942 -9.510
125 H -29.918 -10.794 -10.469
126 H -32.115 -10.197 -9.797
127 C -30.449 -4.094 -5.011
128 C -29.978 -2.742 -5.550
129 O -30.618 -2.469 -6.760
130 H -31.529 -4.037 -5.145
131 H -30.173 -4.275 -3.972
132 H -30.128 -4.974 -5.570
133 H -28.890 -2.733 -5.623
134 H -30.245 -1.902 -4.908
135 H -30.457 -1.541 -6.948
136 C -26.625 -13.204 -10.659
137 C -26.410 -14.225 -9.497
138 O -27.536 -15.060 -9.645
139 H -27.391 -12.469 -10.414
140 H -26.998 -13.719 -11.544
141 H -25.720 -12.697 -10.994
142 H -26.453 -13.785 -8.501
143 H -25.461 -14.734 -9.667
144 H -27.996 -14.903 -8.817



(3)
One molecule with the formula C7H9NOS, computed with ωB97M-V/def2-TZVPD.

Calculated values
Frontier orbital gap, eV: 9.74
E_HOMO, eV: -9.0
Lowest unoccupied orbital energy, eV: 0.754
Structure (SMILES): N#C[C@H]1C[C@@]2(C1)OCCS2
Net charge: 0

CARTESIAN COORDINATES (ANGSTROEM)
1 N 3.234 1.363 0.113
2 C 2.687 0.316 0.026
3 C 1.868 -0.940 0.187
4 C 0.891 -1.157 -1.106
5 C -0.234 -0.528 -0.111
6 C 0.565 -0.843 1.109
7 O -1.523 -1.128 -0.315
8 C -2.544 -0.429 0.390
9 C -2.424 0.988 -0.073
10 S -0.544 1.249 -0.150
11 H 2.587 -1.745 0.542
12 H 1.173 -0.564 -2.002
13 H 0.821 -2.199 -1.245
14 H 0.341 -1.909 1.395
15 H 0.421 -0.113 1.822
16 H -3.516 -0.907 0.168
17 H -2.464 -0.385 1.512
18 H -3.018 1.880 0.436
19 H -2.952 1.004 -1.021



(4)
One molecule with the formula C7H10O2, computed with ωB97M-V/def2-TZVPD.

Calculated values
Frontier orbital gap (spin up / spin down), eV: 7.14 / 7.28
E_HOMO (spin up / spin down), eV: -6.7 / -6.9
Lowest unoccupied orbital energy (spin up / spin down), eV: 0.418 / 0.425
Net charge: 0

CARTESIAN COORDINATES (ANGSTROEM)
1 C 2.372 0.005 0.067
2 C 1.677 -1.203 0.344
3 C 0.458 -1.422 -0.533
4 C 0.095 1.071 -0.100
5 C -0.542 -0.186 -0.505
6 C -0.511 2.314 0.524
7 C -1.933 -0.523 -0.242
8 O 3.351 0.638 -0.006
9 O -0.245 0.907 -1.469
10 H 2.431 -1.869 0.283
11 H 1.219 -1.259 1.344
12 H 0.613 -1.854 -1.586
13 H -0.048 -2.276 -0.035
14 H 0.167 3.084 0.788
15 H -0.936 1.986 1.457
16 H -1.395 2.573 -0.001
17 H -2.556 0.421 -0.077
18 H -1.827 -1.181 0.604
19 H -2.391 -1.226 -0.856



(5)
C3H4N2O as an isolated structure, computed with ωB97M-V/def2-TZVPD.

Calculated values
Frontier orbital gap (spin up / spin down), eV: 7.98 / 7.99
E_HOMO (spin up / spin down), eV: -7.4 / -7.4
Lowest unoccupied orbital energy (spin up / spin down), eV: 0.598 / 0.598
Net charge: 0

CARTESIAN COORDINATES (ANGSTROEM)
1 O 2.118 -0.026 -0.132
2 C 0.809 0.181 0.138
3 C -0.314 -0.769 0.180
4 N -1.485 -0.119 0.384
5 N -1.229 1.192 0.129
6 C -0.038 0.999 -0.559
7 H 2.494 -0.619 0.533
8 H -0.238 -1.786 -0.154
9 H -2.190 -0.401 1.055
10 H 0.073 1.349 -1.574



Q: Which energy relative to the best compared isomer or geometry (same formula, charge and spin) values were calculated for the entries above? A: 2.494; 5.901; 1.659; 5.134; 5.543, in eV.
Q: Which E values were calculated for the entries above? A: -1550.17125; -2480.34206; -800.22320; -423.01124; -301.28351, in Eh.